Record 1
A molecular structure, C25H43As3F6N5O6OsS2Sb. Source: OMol25; level of theory: ωB97M-V/def2-TZVPD.

Its total charge is +1. The value obtained for the HOMO energy (spin up / spin down) is -0.36718 / -0.39868 Ha. As for the spin multiplicity: 6. For the total energy, the calculation gives -10136.93778 a.u.

```
92
C25H43As3F6N5O6OsS2Sb, DFT ωB97M-V/def2-TZVPD
Os -0.994 -1.194 -0.940
C -0.677 4.721 1.799
As 0.262 3.441 0.626
C 0.194 4.554 -0.993
C 2.137 4.018 1.037
C 2.880 3.249 2.129
C 4.107 4.063 2.562
C 3.432 1.847 1.678
As 0.385 -0.764 0.978
C -0.309 -1.418 2.701
C 2.092 -1.766 0.966
C 1.921 3.067 3.314
As 2.580 2.165 4.961
C 3.382 3.709 5.889
C 0.842 2.323 5.865
H -0.166 5.684 1.792
H -0.738 4.351 2.821
H -1.690 4.847 1.419
H 0.612 5.535 -0.767
H -0.826 4.685 -1.344
H 0.774 4.106 -1.799
H 2.049 5.058 1.358
H 2.712 4.020 0.106
H 4.762 4.260 1.712
H 4.670 3.517 3.321
H 3.805 5.020 2.990
H 3.087 1.093 2.390
H 4.521 1.874 1.745
H 0.387 -1.192 3.511
H -0.473 -2.495 2.666
H -1.260 -0.927 2.903
H 2.807 -1.365 1.684
H 2.518 -1.704 -0.034
H 1.899 -2.809 1.211
H 1.071 2.459 2.980
H 1.540 4.049 3.610
H 4.443 3.809 5.668
H 3.278 3.554 6.962
H 2.870 4.633 5.618
H 0.101 1.673 5.400
H 0.488 3.354 5.817
H 0.938 2.040 6.912
O -0.855 -3.055 -2.318
N -1.515 -3.190 -3.467
C -2.783 -3.639 -3.466
C -3.470 -3.792 -4.648
C -2.854 -3.480 -5.849
C -1.548 -3.014 -5.824
C -0.897 -2.879 -4.620
H -3.204 -3.840 -2.493
H -4.488 -4.154 -4.622
H -3.387 -3.582 -6.783
H -1.030 -2.758 -6.736
H 0.115 -2.517 -4.510
F -4.677 2.125 -3.188
C -3.429 1.726 -3.020
F -2.651 2.288 -3.945
F -3.009 2.119 -1.820
S -3.299 -0.118 -3.189
O -1.881 -0.392 -2.963
O -3.789 -0.410 -4.489
N -4.221 -0.691 -2.056
S -3.716 -0.965 -0.601
O -2.949 0.098 0.014
O -3.167 -2.297 -0.406
C -5.346 -0.983 0.278
F -5.964 0.173 0.087
F -6.097 -1.973 -0.182
F -5.131 -1.158 1.575
N 1.237 0.836 -3.905
C 1.432 0.879 -2.578
O 0.513 0.593 -1.796
C 2.766 1.278 -2.116
C 3.014 1.391 -0.785
N 3.180 1.301 0.375
C 3.792 1.534 -3.057
N 4.583 1.749 -3.866
H 1.948 1.105 -4.564
H 0.312 0.607 -4.230
C 0.490 -5.310 1.839
Sb -0.466 -4.377 0.106
C -2.179 -5.685 0.024
C 0.752 -5.494 -1.287
H 0.140 -6.337 1.918
H 0.265 -4.786 2.766
H 1.569 -5.312 1.687
H -1.835 -6.701 -0.155
H -2.846 -5.369 -0.775
H -2.712 -5.633 0.970
H 0.471 -6.544 -1.228
H 1.803 -5.387 -1.024
H 0.597 -5.125 -2.296
```

Atomic partial charges in e from the Mulliken method, atoms 1 to 4:
1 Os 2.16
2 C -1.23
3 As 0.68
4 C -1.22

Record 2
A molecular structure, C23H34NO4PtSi. Source: OMol25; level of theory: ωB97M-V/def2-TZVPD.

Its total charge is -1. The value obtained for the HOMO energy is -0.15053 Ha. For the total energy, the calculation gives -1661.44039 a.u.

```
64
C23H34NO4PtSi, DFT ωB97M-V/def2-TZVPD
Pt -0.101 0.421 0.186
C 0.107 -3.249 -0.681
C 0.959 -2.608 0.408
C 2.135 -3.486 0.782
O 1.442 -1.315 -0.018
C 0.034 -2.346 1.615
O 0.006 -3.180 2.518
O -0.670 -1.284 1.532
H 0.708 -3.463 -1.571
H -0.702 -2.572 -0.958
H -0.326 -4.180 -0.313
H 2.717 -3.745 -0.109
H 1.775 -4.395 1.259
H 2.780 -2.958 1.486
H 1.786 -1.375 -0.918
C 1.376 1.516 2.734
Si 2.388 2.056 1.265
C 2.415 3.937 1.303
C 4.116 1.400 1.596
N 1.686 1.513 -0.225
C 2.279 1.606 -1.458
C 3.535 2.250 -1.638
C 4.149 2.398 -2.868
C 3.542 1.923 -4.023
C 2.313 1.293 -3.900
C 1.712 1.117 -2.664
O 0.451 0.544 -2.585
C 0.114 -0.548 -3.317
C -1.247 -0.749 -3.517
C -1.687 -1.859 -4.217
C -0.780 -2.788 -4.719
C 0.576 -2.584 -4.509
C 1.030 -1.474 -3.806
H 1.783 1.961 3.653
H 1.391 0.428 2.852
H 0.331 1.816 2.640
H 2.721 4.310 2.287
H 1.411 4.316 1.092
H 3.092 4.362 0.555
H 4.499 1.805 2.537
H 4.840 1.629 0.811
H 4.072 0.309 1.690
H 4.014 2.658 -0.759
H 5.110 2.897 -2.924
H 4.000 2.052 -4.995
H 1.801 0.929 -4.783
H -1.939 -0.023 -3.107
H -2.749 -2.001 -4.375
H -1.128 -3.654 -5.266
H 1.296 -3.292 -4.902
H 2.091 -1.328 -3.646
C -3.045 3.640 -0.342
C -1.870 2.740 -0.732
C -0.638 3.616 -0.946
C -1.674 1.645 0.322
H -3.245 4.381 -1.123
H -2.813 4.180 0.582
H -3.960 3.063 -0.178
H -2.115 2.270 -1.693
H -0.464 4.242 -0.063
H -0.774 4.271 -1.813
H 0.251 3.017 -1.105
H -2.549 0.979 0.320
H -1.636 2.130 1.309
```

Atomic partial charges in e from the natural (NBO) method, atoms 1 to 4:
1 Pt 0.81
2 C -0.63
3 C 0.14
4 C -0.62

no.,maximum force (eV/A)
1,2.19
2,2.29